1.
The following is a DFT calculation (ωB97M-V with the def2-TZVPD basis set) of 2 unconnected molecules or ions with the total composition C6H11N.

CARTESIAN COORDINATES (ANGSTROEM)
C: -1.89 -0.41 -0.49
C: -1.51 0.98 -0.09
C: -2.86 0.44 0.27
H: -3.73 0.83 -0.25
H: -2.09 -0.60 -1.53
H: -1.43 -1.24 0.03
H: -0.78 1.09 0.71
H: -1.45 1.73 -0.86
H: -3.06 0.21 1.30
C: 1.78 -0.63 -0.68
C: 1.55 -0.36 1.62
C: 2.95 -0.12 -1.04
N: 1.45 -1.07 0.58
H: 1.00 -0.83 -1.40
H: 1.85 0.69 1.63
H: 1.31 -0.82 2.57
H: 3.75 0.02 -0.32
H: 3.17 0.09 -2.07

As for the SMILES: C=CN=C.C1CC1. The calculation puts the energy above the lowest of the compared OMol25 structures with the same formula, charge and spin at 2.582 eV. Its HOMO-LUMO gap is 9.9991 eV. The LUMO energy comes out at 0.0346 Ha. The total charge is 0.

2.
The following is a DFT calculation (ωB97M-V with the def2-TZVPD basis set) of a single C5H2N2O molecule.

CARTESIAN COORDINATES (ANGSTROEM)
C: -0.11 -0.58 1.01
C: -0.30 0.62 1.97
C: 0.11 0.19 -0.29
C: 0.26 -0.40 -1.62
C: 0.51 -0.69 -2.78
H: -0.35 0.50 3.04
H: 0.80 -1.09 -3.71
N: -0.39 1.71 1.33
N: -0.11 1.49 -0.07
O: -0.40 -1.75 1.12

As for the SMILES: C#CC1=NN=CC1=O. The calculation puts the energy above the lowest of the compared OMol25 structures with the same formula, charge and spin at 2.444 eV. Its HOMO-LUMO gap is 8.1147 eV. The LUMO energy comes out at -0.0769 Ha. The total charge is 0.

3.
The following is a DFT calculation (ωB97M-V with the def2-TZVPD basis set) of 6 unconnected molecules or ions with the total composition C24H45N2O7S.

CARTESIAN COORDINATES (ANGSTROEM)
C: 2.53 3.14 3.89
N: 1.77 2.76 2.71
C: 0.37 2.61 2.96
N: -0.26 3.89 3.61
C: -1.45 3.78 3.71
S: -3.00 3.72 4.06
C: 0.05 1.35 3.85
O: 0.09 1.48 5.09
O: -0.28 0.29 3.29
H: 3.55 2.76 3.77
H: 2.12 2.66 4.78
H: 2.57 4.23 4.08
H: 1.97 3.36 1.92
H: -0.15 2.46 2.02
C: 1.98 6.05 -2.01
C: 1.16 4.79 -2.27
C: 1.54 3.94 -1.07
O: 1.82 4.83 0.01
C: 1.92 6.16 -0.50
H: 1.60 6.94 -2.52
H: 3.02 5.89 -2.33
H: 0.10 5.03 -2.24
H: 1.38 4.31 -3.22
H: 2.45 3.35 -1.27
H: 0.75 3.25 -0.77
H: 1.02 6.71 -0.18
H: 2.79 6.65 -0.07
C: -0.75 -0.62 -2.71
C: -1.75 -0.62 -1.54
C: -0.83 -0.43 -0.34
O: 0.28 0.34 -0.80
C: 0.26 0.41 -2.22
H: -1.20 -0.36 -3.67
H: -0.28 -1.60 -2.80
H: -2.42 0.23 -1.63
H: -2.35 -1.53 -1.48
H: -0.44 -1.38 0.03
H: -1.31 0.09 0.49
H: -0.04 1.43 -2.49
H: 1.26 0.22 -2.60
C: 0.52 -5.06 0.37
C: 1.39 -6.07 -0.36
C: 0.84 -6.00 -1.77
O: 0.37 -4.67 -1.97
C: 0.33 -3.99 -0.70
H: 0.97 -4.67 1.28
H: -0.44 -5.51 0.62
H: 2.43 -5.74 -0.35
H: 1.35 -7.07 0.07
H: -0.01 -6.69 -1.90
H: 1.59 -6.24 -2.53
H: 1.15 -3.26 -0.68
H: -0.61 -3.46 -0.60
C: -5.55 -0.12 -4.80
C: -6.54 -0.11 -3.64
C: -5.62 0.08 -2.45
O: -4.51 0.85 -2.91
C: -4.53 0.91 -4.34
H: -6.00 0.13 -5.76
H: -5.08 -1.10 -4.88
H: -7.22 0.74 -3.74
H: -7.14 -1.02 -3.57
H: -5.24 -0.88 -2.08
H: -6.11 0.60 -1.62
H: -4.83 1.92 -4.63
H: -3.53 0.72 -4.72
C: 3.10 -2.96 4.76
C: 2.38 -2.04 3.78
C: 3.22 -2.20 2.53
O: 3.75 -3.54 2.56
C: 3.53 -4.10 3.86
H: 2.47 -3.29 5.59
H: 3.97 -2.45 5.17
H: 1.37 -2.40 3.60
H: 2.31 -1.00 4.12
H: 4.06 -1.50 2.52
H: 2.64 -2.06 1.62
H: 2.74 -4.86 3.77
H: 4.44 -4.59 4.20

Its HOMO-LUMO gap is 6.7982 eV. The LUMO energy comes out at 0.0864 Ha. The total charge is -1.

4.
The following is a DFT calculation (ωB97M-V with the def2-TZVPD basis set) of 2 unconnected molecules or ions with the total composition CH5NO2PS.

CARTESIAN COORDINATES (ANGSTROEM)
C: 1.48 -0.04 -1.82
N: -1.94 -1.87 1.05
O: 0.81 3.18 -0.31
O: -0.49 2.05 1.56
P: 0.74 2.11 0.74
S: 0.97 0.01 -0.27
H: 0.70 0.18 -2.45
H: 2.51 -0.57 -1.93
H: -1.33 -2.60 0.96
H: -1.71 -1.05 0.48
H: -1.74 -1.39 1.98

The calculation puts the energy above the lowest of the compared OMol25 structures with the same formula, charge and spin at 2.954 eV. Its HOMO-LUMO gap (alpha / beta) is 6.8442 / 6.8633 eV. The LUMO energy (alpha / beta) comes out at 0.1185 / 0.1196 Ha. The total charge is -1.

5.
The following is a DFT calculation (ωB97M-V with the def2-TZVPD basis set) of a single C2H5PS molecule.

CARTESIAN COORDINATES (ANGSTROEM)
C: 2.16 0.10 0.08
C: 0.92 -0.31 0.06
P: -2.22 -0.47 0.04
S: -0.72 1.07 -0.07
H: 2.94 -0.52 0.00
H: 2.57 1.13 0.37
H: 0.60 -1.34 -0.06
H: -3.22 0.32 0.64
H: -3.03 0.01 -1.06

As for the SMILES: C=CSP. The calculation puts the energy above the lowest of the compared OMol25 structures with the same formula, charge and spin at 1.255 eV. Its HOMO-LUMO gap is 9.6552 eV. The LUMO energy comes out at 0.0250 Ha. The total charge is 0.

6.
The following is a DFT calculation (ωB97M-V with the def2-TZVPD basis set) of a single C3H6N2O2 molecule.

CARTESIAN COORDINATES (ANGSTROEM)
C: -1.30 0.18 -1.02
C: -0.52 -0.02 0.23
C: -0.53 0.67 1.36
O: -0.11 -1.71 0.37
O: 2.88 -0.13 -0.12
N: 0.88 -0.96 -0.12
N: 2.04 -1.12 0.32
H: 2.36 0.51 -0.65
H: -1.77 -0.75 -1.35
H: -2.10 0.90 -0.84
H: -0.68 0.54 -1.84
H: -1.24 1.48 1.46
H: 0.09 0.42 2.20

The calculation puts the energy above the lowest of the compared OMol25 structures with the same formula, charge and spin at 8.147 eV. Its HOMO-LUMO gap (alpha / beta) is 8.7735 / 8.7740 eV. The LUMO energy (alpha / beta) comes out at -0.0008 / -0.0008 Ha. The total charge is 0.

7.
The following is a DFT calculation (ωB97M-V with the def2-TZVPD basis set) of a molecular structure, C16H25F5MoNO6Te.

CARTESIAN COORDINATES (ANGSTROEM)
Mo: 0.19 -0.20 -0.11
C: -2.85 -1.58 -0.46
C: -2.98 -0.09 -0.66
O: -1.90 0.32 -1.49
C: -1.89 1.73 -1.74
C: -0.62 2.04 -2.48
O: 0.46 1.59 -1.66
C: 1.77 1.92 -2.12
C: 2.74 1.18 -1.22
O: 2.32 -0.19 -1.09
C: 2.61 -1.01 -2.22
C: 1.90 -2.34 -2.01
O: 0.54 -1.96 -1.59
C: -0.37 -3.08 -1.59
C: -1.03 -3.15 -0.24
O: -1.55 -1.85 0.08
H: -2.96 -2.09 -1.42
H: -3.62 -1.94 0.22
H: -2.94 0.44 0.30
H: -3.94 0.13 -1.14
H: -1.92 2.27 -0.79
H: -2.76 2.01 -2.35
H: -0.54 3.12 -2.65
H: -0.58 1.52 -3.44
H: 1.94 3.00 -2.05
H: 1.87 1.63 -3.17
H: 2.72 1.58 -0.20
H: 3.76 1.24 -1.59
H: 3.68 -1.17 -2.30
H: 2.23 -0.55 -3.14
H: 2.90 -2.76 -0.37
H: 1.79 -2.85 -2.97
H: 0.18 -4.00 -1.78
H: -1.09 -2.91 -2.39
H: -0.30 -3.39 0.54
H: -1.82 -3.90 -0.22
N: -0.33 0.78 1.15
C: -0.74 1.56 2.23
C: -0.27 2.87 2.33
C: -0.69 3.65 3.39
C: -1.56 3.13 4.34
C: -2.02 1.82 4.24
C: -1.61 1.03 3.18
H: 0.42 3.24 1.59
H: -0.33 4.67 3.49
H: -1.87 3.75 5.17
H: -2.68 1.42 4.99
H: -1.92 -0.01 3.10
F: 1.41 -3.31 2.00
Te: 1.93 -1.46 1.93
F: 3.02 -1.86 3.36
F: 0.63 -1.03 3.28
F: 2.70 0.31 2.03
F: 3.47 -2.06 0.86
O: 2.46 -3.20 -1.13

The calculation puts the energy above the lowest of the compared OMol25 structures with the same formula, charge and spin at 0.000 eV. Its HOMO-LUMO gap (alpha / beta) is 7.5712 / 8.7431 eV. As for the spin multiplicity: 3. The LUMO energy (alpha / beta) comes out at -0.1327 / -0.1139 Ha. The total charge is +1.

8.
The following is a DFT calculation (ωB97M-V with the def2-TZVPD basis set) of a molecular structure, C36H30F6.

CARTESIAN COORDINATES (ANGSTROEM)
F: -3.28 2.59 -1.69
C: -3.94 3.61 -1.08
C: -3.61 3.93 0.18
C: -4.20 5.07 0.79
C: -5.31 5.65 0.17
C: -5.56 5.39 -1.25
C: -4.73 4.46 -1.82
H: -2.69 3.47 0.63
H: -3.89 5.28 1.91
H: -6.07 6.48 0.58
H: -6.47 5.95 -1.61
H: -4.84 4.27 -2.78
F: -0.34 4.64 0.95
C: 0.07 3.79 1.92
C: 0.86 4.22 3.06
C: 1.37 3.24 3.92
C: 1.14 1.89 3.79
C: 0.28 1.53 2.73
C: -0.20 2.41 1.77
H: 1.15 5.15 3.14
H: 2.03 3.54 4.95
H: 1.59 1.13 4.48
H: 0.04 0.45 2.77
H: -0.98 2.01 1.00
F: -0.85 -3.36 -0.41
C: -0.77 -2.06 -0.50
C: 0.42 -1.35 -0.18
C: 0.61 -0.08 -0.55
C: -0.27 0.54 -1.47
C: -1.44 -0.10 -1.73
C: -1.74 -1.45 -1.30
H: 1.18 -1.84 0.52
H: 1.44 0.68 -0.27
H: -0.19 1.72 -1.70
H: -2.05 0.38 -2.45
H: -2.53 -1.84 -1.63
F: 5.32 0.90 3.66
C: 4.50 -0.13 3.50
C: 4.55 -0.97 2.33
C: 3.65 -1.94 2.10
C: 2.90 -2.38 3.17
C: 2.79 -1.55 4.41
C: 3.66 -0.52 4.56
H: 5.27 -0.87 1.62
H: 3.61 -2.60 1.26
H: 2.12 -3.47 2.96
H: 2.06 -1.78 5.11
H: 3.75 0.14 5.51
F: 0.48 -0.49 -4.90
C: -0.50 0.32 -5.43
C: -0.60 1.60 -4.91
C: -1.59 2.49 -5.50
C: -2.45 2.10 -6.54
C: -2.39 0.69 -6.94
C: -1.42 -0.23 -6.38
H: -0.06 2.10 -4.19
H: -1.50 3.37 -5.05
H: -3.11 2.79 -7.03
H: -3.09 0.49 -7.63
H: -1.13 -1.28 -6.64
F: 1.64 -4.25 0.24
C: 1.96 -5.41 0.79
C: 1.22 -6.06 1.55
C: 1.28 -7.40 2.17
C: 2.57 -7.93 1.71
C: 3.41 -7.31 0.76
C: 3.16 -6.06 0.30
H: 0.21 -5.44 1.77
H: 0.58 -7.62 2.72
H: 2.92 -9.00 2.08
H: 4.27 -7.98 0.58
H: 3.71 -5.72 -0.55

The calculation puts the energy above the lowest of the compared OMol25 structures with the same formula, charge and spin at 10.151 eV. Its HOMO-LUMO gap is 9.5713 eV. The LUMO energy comes out at 0.0255 Ha. The total charge is 0.

9.
The following is a DFT calculation (ωB97M-V with the def2-TZVPD basis set) of a molecular structure, C14H18Br2Cl27IO3Si2.

CARTESIAN COORDINATES (ANGSTROEM)
C: 0.22 -1.74 -6.64
C: -0.16 -1.66 -5.09
Br: -0.72 -3.40 -4.27
C: -0.13 -0.46 -4.33
Br: 0.44 1.25 -5.18
Si: -0.69 -0.54 -2.47
O: 0.56 -1.40 -1.63
Si: 0.76 -0.89 0.00
O: -0.46 -1.47 1.09
C: 0.98 1.00 0.25
C: 2.52 1.28 0.66
O: 3.39 0.83 -0.11
I: 3.05 2.38 2.47
H: 0.79 -0.83 -7.02
H: 0.79 -2.70 -6.89
H: -0.78 -1.75 -7.20
H: -1.99 -1.21 -2.48
H: -0.84 0.82 -1.92
H: 2.02 -1.51 0.47
H: 0.02 -1.94 1.80
H: 0.76 1.64 -0.67
H: 0.26 1.35 1.08
C: -3.56 -3.12 2.20
Cl: -2.77 -4.37 3.17
Cl: -3.90 -3.71 0.57
Cl: -5.04 -2.56 2.99
H: -2.87 -2.27 2.12
C: -3.37 -3.63 -8.04
Cl: -1.70 -4.12 -8.35
Cl: -3.43 -2.18 -7.03
Cl: -4.23 -3.37 -9.57
H: -3.87 -4.44 -7.51
C: 4.88 -2.41 -0.39
Cl: 6.41 -1.53 -0.29
Cl: 5.04 -3.82 -1.44
Cl: 4.34 -2.89 1.23
H: 4.13 -1.74 -0.82
C: -3.66 -0.07 5.47
Cl: -3.00 -1.18 6.67
Cl: -3.75 1.57 6.14
Cl: -2.68 -0.09 4.00
H: -4.66 -0.39 5.22
C: 5.76 1.70 5.60
Cl: 5.09 3.28 5.15
Cl: 5.81 1.54 7.36
Cl: 4.82 0.38 4.89
H: 6.77 1.64 5.22
C: -5.99 0.86 1.38
Cl: -4.32 0.37 1.09
Cl: -6.06 2.28 2.42
Cl: -6.82 1.17 -0.15
H: -6.50 0.04 1.88
C: 6.50 5.94 2.04
Cl: 8.03 6.58 2.65
Cl: 6.61 4.19 1.79
Cl: 5.18 6.33 3.15
H: 6.29 6.41 1.08
C: -6.46 1.40 9.21
Cl: -5.68 0.14 10.17
Cl: -6.81 0.81 7.58
Cl: -7.94 1.96 10.00
H: -5.78 2.25 9.13
C: 3.79 1.60 -8.02
Cl: 3.12 3.17 -8.47
Cl: 3.83 1.42 -6.26
Cl: 2.85 0.28 -8.75
H: 4.81 1.54 -8.39

Its HOMO-LUMO gap is 9.2345 eV. The LUMO energy comes out at -0.0008 Ha. The total charge is 0.

10.
The following is a DFT calculation (ωB97M-V with the def2-TZVPD basis set) of 6 unconnected molecules or ions with the total composition C29H42BClNO11.

CARTESIAN COORDINATES (ANGSTROEM)
O: 1.16 -3.41 2.36
C: 0.26 -3.11 1.61
C: 0.58 -2.88 0.10
C: 0.65 -1.36 -0.34
B: 1.06 -0.30 0.83
Cl: 2.91 -0.32 1.25
N: -1.08 -3.03 2.19
C: -2.01 -2.37 1.29
C: -2.64 -3.13 0.22
C: -3.55 -2.45 -0.70
C: -3.81 -1.04 -0.52
C: -3.22 -0.28 0.57
C: -2.31 -0.97 1.48
H: 1.61 -3.32 -0.07
H: -0.09 -3.44 -0.60
H: -0.30 -1.07 -0.88
H: 1.46 -1.29 -1.13
H: 0.38 -0.39 1.82
H: 0.85 0.80 0.38
H: -1.37 -3.98 2.44
H: -2.44 -4.23 0.09
H: -4.04 -3.02 -1.52
H: -4.48 -0.51 -1.24
H: -3.45 0.81 0.65
H: -1.86 -0.38 2.31
O: 0.64 -3.18 -2.66
C: 0.68 -2.64 -3.72
O: -0.36 -2.64 -4.61
C: 0.05 -2.01 -5.83
C: 1.22 -1.13 -5.44
C: 1.86 -1.91 -4.31
H: 0.33 -2.78 -6.55
H: -0.78 -1.43 -6.24
H: 1.90 -0.92 -6.27
H: 0.86 -0.17 -5.07
H: 2.58 -2.64 -4.68
H: 2.32 -1.25 -3.57
O: 0.01 2.64 1.47
C: 0.94 3.31 1.81
O: 0.85 4.66 2.06
C: 2.15 5.18 2.34
C: 2.97 3.99 2.79
C: 2.37 2.84 2.00
H: 2.55 5.63 1.43
H: 2.08 5.94 3.11
H: 4.04 4.12 2.63
H: 2.81 3.82 3.86
H: 2.84 2.73 1.02
H: 2.41 1.90 2.55
O: 5.54 -4.52 -7.09
C: 5.91 -4.23 -5.99
O: 5.75 -2.99 -5.44
C: 6.39 -2.95 -4.16
C: 6.48 -4.39 -3.71
C: 6.64 -5.13 -5.02
H: 7.38 -2.49 -4.28
H: 5.80 -2.34 -3.47
H: 7.29 -4.58 -3.00
H: 5.54 -4.69 -3.23
H: 7.68 -5.21 -5.33
H: 6.18 -6.12 -4.99
O: -4.81 0.24 3.17
C: -4.44 0.56 4.26
O: -4.57 1.82 4.77
C: -3.91 1.88 6.05
C: -3.85 0.45 6.54
C: -3.72 -0.33 5.24
H: -2.92 2.32 5.91
H: -4.49 2.52 6.72
H: -3.04 0.27 7.24
H: -4.79 0.18 7.03
H: -2.68 -0.44 4.93
H: -4.19 -1.31 5.30
O: -1.97 5.56 -1.50
C: -2.71 5.43 -0.57
O: -4.06 5.64 -0.65
C: -4.64 5.51 0.66
C: -3.65 4.67 1.45
C: -2.32 5.07 0.84
H: -4.77 6.51 1.08
H: -5.61 5.03 0.58
H: -3.71 4.84 2.52
H: -3.84 3.61 1.27
H: -1.90 5.95 1.33
H: -1.61 4.25 0.85

The calculation puts the energy above the lowest of the compared OMol25 structures with the same formula, charge and spin at 1.623 eV. Its HOMO-LUMO gap is 6.7631 eV. The LUMO energy comes out at 0.0841 Ha. The total charge is -1.